The following is a DFT calculation (ωB97M-V/def2-TZVPD) of a cluster of 2 separate species, C4H9S in total.

ORCA input file:
```
! wB97M-V def2-TZVPD RIJCOSX def2/J DEFGRID3
* xyz -1 1
C 0.982 1.384 -1.686
S 1.686 0.607 -0.120
H 0.432 2.264 -1.361
H 1.835 1.520 -2.342
H 0.269 0.700 -2.167
C -0.581 -1.791 0.627
C -1.852 -1.069 0.830
C -2.069 0.242 0.725
H -0.712 -2.807 0.223
H 0.167 -1.341 -0.043
H -0.172 -1.953 1.635
H -2.692 -1.701 1.117
H -3.088 0.599 0.850
H -1.296 0.992 0.636
*
```

The calculation puts the energy relative to the best compared isomer or geometry (same formula, charge and spin) at 91.2 kJ/mol. The value obtained for the HOMO energy is -2.12 eV. The total energy comes out at -15128.705 eV. Its HOMO-LUMO gap is 0.228 hartree.